Entry 1:
C9H36N4O9 | ωB97M-V with the def2-TZVPD basis set

The geometry in XYZ format:
```
58
Properties=species:S:1:pos:R:3:forces:R:3
N -1.148 -12.581 8.171 2.12 0.45 1.69
C -0.882 -12.278 6.884 0.54 0.14 -2.95
N 0.457 -12.359 6.432 -0.75 0.35 -0.70
O -1.761 -12.121 6.021 0.74 -0.30 1.32
H -2.091 -12.552 8.406 -1.85 0.15 0.17
H -0.588 -12.205 8.964 -0.09 -0.72 -0.92
H 0.543 -12.094 5.440 -0.29 -0.12 1.01
H 1.306 -12.188 6.952 -0.29 -0.05 0.61
N 0.721 -15.284 8.065 0.83 -1.48 -0.72
C 1.389 -16.004 7.021 0.75 1.02 -1.40
N 1.026 -15.771 5.692 -2.10 1.70 1.07
O 2.353 -16.710 7.267 -0.80 0.07 0.43
H 0.721 -15.958 8.822 -0.10 0.53 0.47
H -0.168 -14.804 7.973 0.04 -0.14 -0.46
H 0.359 -15.000 5.477 0.81 -0.99 0.56
H 1.615 -15.976 4.915 0.68 -0.48 0.22
C -3.161 -8.394 13.400 1.54 -1.53 1.60
O -2.753 -8.572 14.805 -0.36 0.58 -0.12
H -3.430 -7.404 13.096 0.10 0.67 0.04
H -2.257 -8.798 12.908 -0.63 0.59 -0.40
H -3.970 -9.080 13.219 -0.50 -0.14 -0.19
H -3.026 -7.878 15.431 -0.13 -0.26 -0.90
C -3.960 -16.014 9.620 -1.13 -0.96 -0.33
O -3.235 -14.835 9.366 0.07 0.36 -0.21
H -4.221 -16.157 10.662 0.60 0.48 0.46
H -4.952 -16.057 9.165 -0.03 0.49 -0.41
H -3.483 -16.935 9.284 0.54 0.11 -0.05
H -3.355 -14.555 8.441 -0.03 -0.41 0.53
C -5.483 -11.314 10.493 -0.67 1.77 -0.93
O -5.233 -12.570 10.978 1.14 -1.47 0.70
H -4.723 -10.537 10.777 -0.43 -0.67 -0.31
H -5.612 -11.344 9.371 0.12 0.38 0.96
H -6.431 -11.005 10.964 0.24 0.12 -0.44
H -4.298 -12.782 10.839 -0.40 -0.23 -0.02
C 4.024 -13.405 9.081 -0.77 -0.81 -0.46
O 2.744 -12.890 8.754 -0.46 0.04 -0.37
H 4.272 -14.325 8.540 -0.26 -0.06 -0.07
H 4.702 -12.673 8.719 1.00 0.69 0.36
H 4.061 -13.642 10.138 0.41 0.32 0.28
H 2.165 -13.610 8.480 -0.14 -0.32 0.21
C 2.860 -16.098 11.508 0.25 -1.02 0.37
O 1.718 -15.291 11.738 -0.03 0.38 0.67
H 3.720 -15.928 12.216 -0.74 0.24 -0.79
H 2.506 -17.116 11.677 0.49 -0.37 -0.10
H 3.152 -16.050 10.460 0.14 0.35 0.14
H 1.396 -15.623 12.590 -0.23 0.48 -0.34
C -1.590 -12.991 12.037 1.72 -0.04 0.16
O -0.394 -12.672 11.302 0.71 0.10 -0.26
H -2.344 -12.310 11.655 -0.25 -0.11 0.10
H -1.785 -14.034 11.808 -0.77 -0.12 0.29
H -1.391 -12.801 13.109 -0.57 -0.23 -0.48
H 0.344 -13.278 11.530 -0.78 0.39 -0.12
C 0.074 -11.791 15.899 1.10 0.26 -1.05
O -1.106 -11.968 15.175 -0.45 -0.67 -0.53
H -0.086 -11.733 16.959 0.11 -0.51 0.64
H 0.801 -12.550 15.540 -0.67 -0.03 0.79
H 0.581 -10.878 15.608 -0.04 0.63 -0.02
H -1.828 -11.440 15.511 -0.05 0.42 0.21
```
Positions in Å, forces in eV/Å.

Computed properties:
**Total charge**: 0
**Energy relative to the best compared isomer or geometry (same formula, charge and spin)**: 27.9 kcal/mol
**E_tot**: -1260.60257 hartree
**2S+1**: 1
**LUMO energy**: 0.46 eV
**SMILES**: NC(N)=O.NC(N)=O.CO.CO.CO.CO.CO.CO.CO


Entry 2:
C23H65FN2O30P7 | ωB97M-V with the def2-TZVPD basis set

The geometry in XYZ format:
```
128
Properties=species:S:1:pos:R:3:forces:R:3
N -0.412 -3.986 -1.448 3.63 -1.68 -4.11
C 0.700 -4.657 -2.281 -4.08 -5.39 4.39
O 0.832 -5.992 -2.046 0.58 6.44 -1.63
N 1.557 -4.035 -3.296 2.73 1.86 3.03
C 2.603 -3.090 -2.895 -0.35 5.60 -4.46
O 2.770 -1.914 -3.557 -0.41 -7.86 4.52
F 3.579 -3.335 -1.783 -3.25 0.03 -2.75
H -1.019 -3.517 -2.168 1.05 0.35 0.69
H 1.405 -4.239 -4.285 0.22 0.64 0.39
C -0.638 0.469 3.993 0.13 0.46 0.36
O -0.929 0.195 2.636 1.28 -1.98 2.04
P -1.549 -1.397 2.363 -5.24 2.84 -8.74
O -1.399 -1.202 0.852 1.11 -0.20 1.61
O -3.051 -0.912 2.838 0.50 -1.17 0.88
C -3.658 0.185 2.175 -0.03 0.93 0.27
O -2.169 -2.989 2.091 1.92 0.71 2.65
C -1.807 -3.904 3.104 0.00 -0.76 0.57
H -0.325 1.512 4.082 -0.01 -0.12 -0.06
H -1.524 0.311 4.616 -0.02 0.01 0.12
H 0.172 -0.181 4.333 0.08 0.18 0.26
H -3.202 0.403 1.209 0.16 -0.20 0.06
H -3.585 1.071 2.816 -0.14 -0.01 -0.22
H -4.716 -0.046 2.019 0.16 -0.16 0.17
H -2.178 -3.562 4.074 -0.07 -0.31 0.10
H -0.718 -4.000 3.138 0.02 -0.26 0.05
H -2.242 -4.879 2.873 0.04 0.16 -0.03
C 2.574 -0.130 -7.547 0.43 0.80 0.00
O 2.038 -1.273 -6.910 -1.68 1.14 -2.73
P 1.275 -2.383 -7.996 2.22 -7.68 7.12
O 0.706 -3.163 -6.808 -0.38 1.39 -1.05
O 2.742 -3.006 -8.417 -0.82 0.42 -1.40
C 3.587 -3.514 -7.398 0.72 0.36 0.43
O 0.512 -3.492 -9.082 0.18 3.19 -0.95
C 0.081 -2.883 -10.282 -0.33 -0.02 -0.70
H 3.098 0.475 -6.802 -0.13 -0.15 -0.02
H 3.283 -0.421 -8.328 0.06 0.07 -0.05
H 1.765 0.460 -7.984 0.24 0.26 0.02
H 3.055 -3.726 -6.470 -0.15 0.15 -0.12
H 4.381 -2.785 -7.199 -0.09 -0.17 0.13
H 4.047 -4.440 -7.757 -0.17 0.15 -0.17
H 0.930 -2.434 -10.804 -0.11 0.00 -0.27
H -0.663 -2.114 -10.055 -0.07 0.03 -0.28
H -0.377 -3.642 -10.920 0.08 0.06 0.09
C -5.912 -2.767 8.836 -0.50 0.17 0.32
O -5.373 -2.874 7.532 1.63 0.21 2.48
P -3.972 -3.884 7.438 -2.02 -1.99 -9.60
O -3.720 -3.409 6.005 0.28 0.66 1.66
O -4.923 -5.230 7.417 1.01 -0.10 1.16
C -5.922 -5.347 6.418 -0.86 0.12 -0.02
O -2.570 -4.893 7.344 -0.54 1.29 2.80
C -1.893 -5.015 8.577 0.55 -0.30 0.38
H -6.830 -2.176 8.790 0.13 -0.05 -0.03
H -6.149 -3.757 9.237 -0.06 0.01 0.11
H -5.194 -2.266 9.490 -0.23 0.07 0.20
H -5.758 -4.677 5.572 0.19 0.07 0.14
H -6.898 -5.129 6.865 0.05 -0.02 -0.18
H -5.929 -6.378 6.051 0.16 0.09 0.21
H -2.558 -5.437 9.335 0.20 -0.12 0.18
H -1.541 -4.031 8.900 0.18 -0.10 0.20
H -1.031 -5.673 8.445 -0.14 0.06 -0.01
C -2.354 4.873 -10.685 -0.63 0.33 -0.22
O -1.582 3.703 -10.493 1.46 2.91 -0.19
P -0.229 3.926 -9.438 -0.43 -10.37 2.82
O 0.309 2.547 -9.828 -0.01 1.67 -0.73
O -1.211 3.786 -8.121 0.95 1.46 -0.09
C -2.006 2.620 -7.981 -0.93 -0.24 -0.09
O 1.124 4.150 -8.383 -1.28 2.64 -1.76
C 1.549 5.494 -8.307 0.55 0.68 0.35
H -3.222 4.625 -11.300 0.15 -0.01 0.06
H -2.701 5.267 -9.725 -0.08 0.08 -0.02
H -1.754 5.628 -11.198 -0.28 0.12 -0.10
H -1.659 1.791 -8.599 0.15 0.19 -0.08
H -3.041 2.862 -8.252 0.10 -0.17 0.04
H -1.985 2.308 -6.933 0.13 0.25 -0.11
H 0.736 6.129 -7.946 0.17 0.19 0.13
H 1.872 5.832 -9.296 0.13 0.21 0.09
H 2.394 5.560 -7.617 -0.16 -0.06 -0.06
C 6.614 -3.257 1.882 0.31 -0.80 -0.16
O 6.636 -1.877 2.188 -2.41 -1.07 -1.92
P 5.064 -1.173 2.347 3.81 7.41 6.45
O 5.688 0.226 2.379 -0.36 -1.19 -1.21
O 4.938 -1.759 3.883 -1.11 -0.45 -0.74
C 5.939 -1.423 4.828 0.62 -0.48 0.21
O 3.492 -0.468 2.505 0.82 -2.70 -1.79
C 2.491 -1.190 1.818 -1.15 -0.34 -0.51
H 7.640 -3.633 1.874 -0.11 0.12 -0.01
H 6.042 -3.809 2.633 0.01 -0.10 -0.02
H 6.169 -3.407 0.895 0.17 -0.27 0.04
H 6.531 -0.556 4.532 -0.14 -0.02 -0.21
H 6.604 -2.284 4.961 0.02 0.18 0.07
H 5.456 -1.205 5.785 -0.15 -0.10 -0.21
H 2.438 -2.215 2.193 -0.25 -0.05 -0.10
H 2.717 -1.199 0.747 -0.35 -0.12 0.00
H 1.529 -0.697 1.972 0.12 -0.02 -0.07
C -4.100 4.978 7.206 0.17 0.48 0.52
O -4.390 4.705 5.849 1.17 -2.30 1.96
P -5.010 3.113 5.577 -5.03 3.30 -8.82
O -4.861 3.307 4.065 1.06 -0.38 1.51
O -6.513 3.598 6.052 0.43 -1.19 0.88
C -7.120 4.694 5.388 -0.07 0.83 0.22
O -5.630 1.521 5.304 1.95 0.76 2.71
C -5.268 0.606 6.318 0.02 -0.98 0.39
H -3.786 6.021 7.295 -0.02 -0.15 -0.07
H -4.985 4.821 7.829 0.01 0.04 0.11
H -3.289 4.329 7.546 0.06 0.22 0.22
H -6.663 4.913 4.422 0.16 -0.18 0.08
H -7.047 5.581 6.029 -0.06 -0.02 -0.19
H -8.177 4.464 5.232 0.18 -0.17 0.15
H -5.639 0.948 7.287 -0.05 -0.21 0.15
H -4.179 0.509 6.351 -0.04 -0.28 0.12
H -5.703 -0.369 6.086 0.12 0.13 0.01
C 6.193 1.959 -0.292 0.40 -0.60 0.60
O 5.857 2.607 -1.503 -2.49 -0.59 1.96
P 4.520 3.697 -1.363 3.90 5.26 -8.35
O 4.467 3.835 -2.887 -0.55 -1.03 1.31
O 5.509 4.857 -0.736 -1.10 -0.10 0.95
C 6.649 5.259 -1.477 0.74 -0.27 0.13
O 3.184 4.786 -1.224 0.33 -2.52 2.15
C 2.336 4.484 -0.135 -0.73 0.05 0.55
H 7.087 1.352 -0.453 -0.16 0.07 -0.03
H 6.401 2.693 0.493 0.02 -0.11 0.11
H 5.369 1.311 0.019 0.36 -0.08 0.19
H 6.590 4.985 -2.531 -0.22 -0.13 0.08
H 7.540 4.799 -1.035 -0.03 0.09 -0.16
H 6.746 6.346 -1.404 -0.19 -0.12 0.15
H 2.896 4.520 0.803 -0.22 0.06 0.17
H 1.906 3.487 -0.272 -0.19 0.08 0.21
H 1.526 5.217 -0.103 0.13 -0.07 -0.02
```
Positions in Å, forces in eV/Å.

Computed properties:
**Total charge**: -1
**E_tot**: -5770.62532 hartree
**2S+1**: 1
**LUMO energy**: -1.64 eV


Entry 3:
C7H16BN3O2 | ωB97M-V with the def2-TZVPD basis set

The geometry in XYZ format:
```
29
Properties=species:S:1:pos:R:3:forces:R:3
B -1.157 1.078 0.542 0.25 1.72 -0.83
C 0.875 0.260 -1.073 -1.59 0.60 1.33
C -0.302 -1.653 -0.732 0.80 -0.05 1.87
C 0.232 -1.947 0.658 2.77 -0.18 -2.77
C 0.665 -0.739 1.364 1.55 3.02 -0.63
C 0.398 0.824 0.199 -0.29 -4.12 2.19
C -2.076 -1.740 -2.373 0.71 -1.46 2.69
C 2.770 1.836 0.876 -0.06 -1.52 -0.14
N 0.442 -0.848 -1.478 -0.01 -0.40 -1.76
N -1.435 -2.135 -1.052 -0.39 0.06 -2.02
N 1.225 1.886 0.686 2.91 4.17 -1.41
O -2.143 0.276 0.196 -0.90 -1.62 -0.64
O -1.348 2.308 1.027 3.18 -0.21 0.38
H 1.489 0.877 -1.671 1.13 0.24 -0.88
H -0.588 -2.361 1.073 -2.14 -1.86 2.16
H 1.118 -2.616 0.553 -1.01 -0.01 0.11
H -0.016 -0.584 2.215 0.97 0.42 0.01
H 1.822 -0.711 1.506 -2.44 0.13 0.32
H -1.299 -1.318 -2.942 0.51 0.73 -0.94
H -2.868 -1.121 -2.062 -0.98 1.06 -0.34
H -2.420 -2.659 -2.752 -0.60 -0.86 -0.95
H 3.185 1.199 1.622 -0.85 -1.10 1.05
H 3.319 1.467 0.012 -0.48 0.73 -0.57
H 3.068 2.771 1.268 0.16 1.43 -0.43
H -1.908 -2.802 -0.447 0.15 0.20 -0.11
H 1.254 2.709 -0.087 -0.83 -1.94 2.16
H 0.868 2.338 1.543 -0.35 -0.26 -0.49
H -3.056 0.603 0.213 0.35 -0.02 0.24
H -2.114 2.801 1.119 -2.54 1.10 0.39
```
Positions in Å, forces in eV/Å.

Computed properties:
**Total charge**: +2
**Energy relative to the best compared isomer or geometry (same formula, charge and spin)**: 34.1 kcal/mol
**E_tot**: -615.34527 hartree
**2S+1**: 1
**LUMO energy**: -7.51 eV


Entry 4:
NO4S2 | ωB97M-V with the def2-TZVPD basis set

The geometry in XYZ format:
```
7
Properties=species:S:1:pos:R:3:forces:R:3
N 0.622 -0.795 0.889 -0.52 0.98 -1.65
O -2.267 1.504 0.024 -1.07 0.70 1.48
O 0.728 -1.867 0.396 0.33 -1.97 -0.55
O 0.439 -0.564 2.041 -0.12 0.72 1.83
O 1.141 -0.121 -1.721 -0.15 0.67 0.71
S -1.366 1.182 -1.100 1.70 -1.10 -1.12
S 0.703 0.662 -0.529 -0.17 0.00 -0.70
```
Positions in Å, forces in eV/Å.

Computed properties:
**Total charge**: -1
**Energy relative to the best compared isomer or geometry (same formula, charge and spin)**: 85.8 kcal/mol
**E_tot**: -1152.00800 hartree
**2S+1**: 1
**LUMO energy (spin up / spin down)**: 3.57 / 3.57 eV